DFT (wB97M-V/def2-TZVPD) results for C2H3NOS2 in the gas phase.

Geometry as XYZ:
```
9
Properties=species:S:1:pos:R:3:forces:R:3
O 0.1729 1.5135 0.2953 -1.353 1.195 1.461
N 0.0044 0.2087 0.2345 -3.711 -2.076 1.881
C 1.0846 -0.5191 0.2258 3.436 0.714 -2.816
S 2.4771 0.2257 -0.3357 0.112 -0.947 0.937
C -1.3043 -0.3654 0.0786 5.945 -2.567 2.190
S -2.5983 0.2784 -0.3055 -4.836 2.823 -1.525
H 0.3341 1.6396 -0.6052 0.979 1.976 -2.611
H 1.0078 -1.5637 0.0669 -0.464 -1.022 0.712
H -1.1784 -1.4177 0.3455 -0.108 -0.097 -0.230
```
Positions in Å, forces in eV/Å.

SMILES: ON(C=S)C=S
Maximum force (Eh/bohr): 0.13293
Energy relative to the best compared isomer or geometry (same formula, charge and spin) (kJ/mol): 356.2
Calculated total energy (Eh): -1004.25186
LUMO energy (eV): -0.86

These are the Löwdin partial charges, in e, on atoms 1 to 2: O -0.0028; N -0.3464

DFT (wB97M-V/def2-TZVPD) results for C35H62Br24HgN3O3 as an isolated structure.

Geometry as XYZ:
```
128
Properties=species:S:1:pos:R:3:forces:R:3
Hg -0.1304 1.4526 0.9898 1.467 0.737 0.514
C -0.2711 4.2169 4.8691 0.148 -0.674 -1.034
C -0.5879 3.0109 3.9152 -2.000 -0.488 -0.024
C -1.8733 2.2826 4.4537 -0.215 0.647 0.885
C -3.1884 2.9795 4.2471 -0.488 -0.313 -1.060
C -3.4761 3.2207 2.7276 2.157 0.117 1.776
C -2.1403 3.8679 2.0452 -1.915 1.671 -0.170
N -0.8413 3.3573 2.4834 0.577 -2.106 -0.345
O 0.3290 3.9093 1.7326 -1.813 -0.631 0.906
C -2.2409 5.3719 2.4162 -0.419 0.962 -0.331
C -2.3081 3.6929 0.4863 0.453 1.023 1.296
C 0.4267 1.8833 4.0227 1.047 0.189 -0.705
H 0.0741 3.8884 5.8494 0.109 -0.242 -0.054
H -1.1632 4.8197 5.0389 0.134 0.128 -0.191
H 0.5215 4.7785 4.3747 -0.091 0.317 0.124
H -1.7185 2.2682 5.5326 0.143 -0.432 0.280
H -2.0142 1.2497 4.1355 0.644 0.105 -0.384
H -3.2856 3.8578 4.8852 0.257 0.556 -0.449
H -4.0529 2.4025 4.5754 0.143 -0.612 0.359
H -4.3758 3.8181 2.8752 0.162 0.789 -1.408
H -3.7746 2.2900 2.2450 0.280 -0.174 -0.023
H -1.4279 6.0371 2.1251 0.711 -0.700 0.047
H -2.4246 5.5368 3.4779 0.144 -0.254 0.094
H -3.0647 5.8958 1.9315 -0.593 -0.413 -0.235
H -1.8615 2.7418 0.1965 -0.374 0.102 -0.326
H -1.8158 4.5216 -0.0226 0.439 -0.252 -0.067
H -3.3560 3.7752 0.1979 -0.153 -0.418 0.135
H 0.5712 1.5709 5.0569 0.144 0.157 0.064
H 1.3704 2.1079 3.5256 0.301 0.456 0.334
H 0.0961 0.9966 3.4816 -0.524 -0.173 0.086
C 4.6787 0.5491 -0.7664 0.072 0.412 -0.865
C 4.4566 2.0420 -0.4343 -0.169 0.305 -1.226
C 5.2796 2.9161 -1.4173 0.113 0.310 -1.262
C 4.7400 3.0157 -2.8817 -1.468 -0.148 0.790
C 3.2090 3.3718 -2.8706 0.446 -0.549 0.623
C 2.3025 2.5900 -1.8443 0.133 0.313 -0.662
N 3.0476 2.5259 -0.5434 -1.511 0.389 1.112
O 2.2461 2.1111 0.5986 0.039 -0.470 -1.004
C 1.9436 1.2264 -2.4372 1.411 -0.747 -0.539
C 0.9386 3.3789 -1.8471 0.493 0.328 1.676
C 5.1032 2.2139 0.9505 -1.218 -0.190 0.348
H 3.9632 -0.0932 -0.2530 0.086 0.122 -0.090
H 5.7080 0.2815 -0.5276 0.011 -0.196 0.424
H 4.6322 0.3944 -1.8443 -0.342 -0.154 -0.071
H 6.3259 2.6119 -1.4450 0.095 -0.657 -0.015
H 5.4050 3.9408 -1.0677 -0.636 0.151 0.405
H 4.8552 2.1127 -3.4812 0.211 -0.370 0.310
H 5.2510 3.7868 -3.4582 0.177 0.145 0.189
H 2.7814 3.1695 -3.8526 0.001 0.177 -0.210
H 3.0981 4.4349 -2.6572 0.000 0.047 0.037
H 1.5746 0.4965 -1.7167 -0.358 0.192 0.066
H 2.8571 0.8047 -2.8566 0.295 -0.347 0.218
H 1.3532 1.2839 -3.3517 -0.701 0.221 0.287
H 0.3088 3.3079 -2.7339 0.754 -0.105 -0.531
H 1.1080 4.4236 -1.5863 0.037 0.151 -0.136
H 0.2416 3.0621 -1.0713 0.266 -0.326 0.388
H 4.7715 1.3657 1.5494 0.206 0.030 0.138
H 4.7855 3.0829 1.5267 0.091 0.303 -0.415
H 6.1847 2.1635 0.8243 0.014 0.087 0.123
C -2.4495 0.5193 -1.3128 -0.064 -0.842 0.602
C -1.9535 -0.9257 -0.9222 -0.364 0.475 -0.257
C -1.3736 -1.5382 -2.2754 0.510 0.069 0.865
C -0.6281 -2.8403 -2.0790 -0.450 0.450 0.569
C 0.4678 -2.6458 -1.0124 -0.550 0.246 -0.701
C -0.0248 -2.1036 0.3497 -0.319 0.230 -0.365
N -0.8932 -0.8638 0.1838 0.067 -1.302 -3.199
O -1.4418 -0.4339 1.3927 0.125 1.017 0.602
C 1.2327 -1.6272 1.1708 -0.551 -1.359 -0.132
C -0.7932 -3.3136 0.9374 0.384 0.475 1.601
C -3.2876 -1.7161 -0.6309 0.584 -0.896 0.196
H -1.6481 1.2049 -1.5881 0.125 -0.207 -0.228
H -3.0604 1.0364 -0.5729 0.195 -0.353 0.531
H -3.1561 0.3620 -2.1278 0.242 0.206 -0.446
H -0.5935 -0.9308 -2.7343 -0.270 0.941 0.119
H -2.1844 -1.6767 -2.9907 -0.145 0.258 -0.020
H -0.1798 -3.1626 -3.0188 0.155 0.011 -0.119
H -1.3693 -3.6047 -1.8455 0.218 -0.370 0.415
H 1.2245 -1.9398 -1.3546 0.106 -0.098 -0.498
H 0.8864 -3.6512 -0.9671 0.625 0.141 0.818
H 2.0727 -1.2325 0.5991 -0.425 0.098 -0.619
H 1.6169 -2.5519 1.6011 0.252 0.033 0.491
H 1.0593 -0.8911 1.9558 -0.464 -0.299 0.099
H -1.2000 -3.0651 1.9177 -0.722 0.405 -0.299
H -0.1414 -4.1276 1.2547 0.661 -0.170 -0.502
H -1.5387 -3.7508 0.2731 0.077 0.309 0.141
H -4.0184 -1.3133 0.0704 0.290 0.703 -0.041
H -3.1240 -2.7272 -0.2579 0.368 -0.076 0.113
H -3.7836 -1.9142 -1.5811 -0.170 0.429 -0.116
C -5.0464 -3.6428 2.2651 0.324 -0.638 0.156
Br -5.7906 -3.4963 4.0786 -0.208 -0.283 -1.139
Br -6.4078 -3.9781 0.8047 1.082 0.283 1.416
Br -3.6296 -5.0139 2.3070 -0.939 0.219 -0.363
H -4.4748 -2.7364 2.0657 -0.541 0.054 -0.185
C 2.2848 -5.0086 -4.1829 0.899 -1.021 0.634
Br 1.7878 -6.3136 -2.7005 0.425 1.144 -1.279
Br 2.5266 -5.9901 -5.8868 -0.083 0.679 1.088
Br 3.9789 -4.0076 -3.6506 -1.748 -0.884 -0.507
H 1.4216 -4.3519 -4.2915 0.477 0.135 0.057
C -2.8476 2.8826 -4.8754 -0.244 -0.454 0.537
Br -3.1954 3.9307 -3.2809 0.189 -0.148 -0.286
Br -4.5501 2.1048 -5.5007 0.724 -0.129 0.228
Br -1.4056 1.5448 -4.4354 -1.217 1.110 -1.008
H -2.6132 3.5730 -5.6856 0.599 -0.400 0.326
C -2.3584 -2.0838 5.8042 0.381 1.013 -0.613
Br -0.9268 -1.0728 6.7085 -0.918 0.007 -0.096
Br -1.4083 -3.3069 4.6555 -0.537 -0.007 0.174
Br -3.6097 -0.8756 4.7345 1.235 -0.930 1.089
H -2.9357 -2.6090 6.5652 0.061 0.167 -0.371
C 1.7485 -6.9318 2.1535 -0.003 -0.217 0.375
Br 2.8976 -6.4064 0.6923 -0.112 0.149 0.658
Br 2.1906 -6.0445 3.9270 -0.246 -0.933 -1.553
Br 1.6480 -8.9273 2.1763 0.074 1.243 0.397
H 0.7463 -6.5841 1.9026 0.276 -0.110 0.211
C -6.0191 -3.3495 -2.8027 -0.401 0.289 -1.553
Br -5.8105 -1.6298 -3.9244 0.260 -1.627 1.277
Br -4.4439 -4.6010 -2.9533 -1.671 1.147 -0.052
Br -7.8464 -4.0520 -3.4139 1.773 0.111 0.669
H -6.1380 -3.1061 -1.7469 0.183 0.146 -0.378
C 1.4914 -1.9518 -7.2262 0.074 -0.240 0.044
Br 0.8513 -3.3655 -8.3661 -0.086 -0.469 0.208
Br 3.4371 -2.1640 -6.8753 -1.375 0.228 0.080
Br 0.2933 -1.7663 -5.5870 1.399 -0.007 -1.503
H 1.4010 -1.1521 -7.9614 -0.044 0.552 1.127
C 5.5248 -2.9873 1.6064 -0.441 0.311 -0.134
Br 4.5542 -1.3502 2.1518 0.696 -1.180 -0.086
Br 7.3753 -2.9416 2.1401 -0.084 0.112 -0.097
Br 5.3341 -3.3342 -0.3226 -0.013 0.194 0.809
H 5.1014 -3.8500 2.1207 -0.133 0.362 -0.182
```
Positions in Å, forces in eV/Å.

Charge: -1
Maximum force (Eh/bohr): 0.06718
Energy relative to the best compared isomer or geometry (same formula, charge and spin) (kJ/mol): 354.1
Calculated total energy (Eh): -63690.11544
LUMO energy (eV): 0.58

These are the Löwdin partial charges, in e, on atoms 1 to 2: Hg 1.2330; C -0.0186

DFT (wB97M-V/def2-TZVPD) results for C31H25AuGeNOPSe2 as an isolated structure.

Geometry as XYZ:
```
63
Properties=species:S:1:pos:R:3:forces:R:3
Au -1.1393 0.3567 -0.6877 0.060 0.615 -0.022
Se 1.2731 0.6387 -0.6359 0.005 0.001 -0.024
P 1.0633 2.7791 -0.1774 -0.091 0.015 -0.057
Se -1.1253 3.0589 -0.0548 0.142 -0.304 -0.027
C 1.7285 3.8483 -1.4591 0.027 -0.062 0.001
C 2.4991 3.3218 -2.4896 -0.010 0.015 -0.011
C 3.0354 4.1737 -3.4446 -0.014 0.044 0.006
C 2.7958 5.5375 -3.3718 -0.002 -0.026 0.013
C 2.0192 6.0609 -2.3440 -0.001 -0.010 -0.009
C 1.4853 5.2204 -1.3842 0.030 -0.002 -0.039
C 1.8714 3.1857 1.3708 -0.076 0.098 0.072
C 1.5140 4.3584 2.0383 0.031 -0.070 0.031
C 2.1861 4.7198 3.1931 -0.013 -0.008 -0.023
C 3.2087 3.9158 3.6803 0.018 -0.053 -0.034
C 3.5566 2.7453 3.0196 -0.014 0.063 0.063
C 2.8863 2.3725 1.8651 0.021 0.040 -0.023
H 2.6719 2.2554 -2.5551 -0.002 0.009 0.006
H 3.6353 3.7684 -4.2476 0.005 0.001 -0.007
H 3.2110 6.1985 -4.1205 0.002 0.001 -0.002
H 1.8275 7.1239 -2.2928 0.004 0.004 -0.006
H 0.8788 5.6374 -0.5893 -0.002 -0.008 0.002
H 0.7021 4.9786 1.6763 0.011 -0.018 0.002
H 1.9079 5.6247 3.7157 0.002 -0.001 0.006
H 3.7301 4.2009 4.5841 0.009 -0.006 0.003
H 4.3465 2.1160 3.4057 0.007 0.003 0.013
H 3.1502 1.4511 1.3616 -0.006 0.014 -0.002
O -5.1361 0.6752 -1.7338 0.167 -0.041 0.133
C -4.1124 0.4374 -1.2122 -0.308 0.104 -0.368
N -3.1105 0.1395 -0.6289 0.136 -0.072 0.287
C -2.9986 -2.4736 4.2055 -0.007 0.013 0.028
C -2.7393 -3.6069 3.4501 0.012 -0.012 -0.041
C -2.2519 -3.4770 2.1571 -0.010 0.036 0.044
C -2.0193 -2.2089 1.6175 -0.055 -0.091 -0.025
C -2.2875 -1.0760 2.3794 0.016 -0.047 0.060
C -2.7744 -1.2127 3.6717 0.004 0.031 -0.034
Ge -1.2987 -2.2214 -0.1671 -0.028 -0.021 0.049
C 0.5951 -2.5714 -0.2291 -0.020 0.010 0.016
C 1.3428 -2.5184 -1.4087 0.051 -0.003 0.018
C 2.7051 -2.7746 -1.3821 -0.044 0.004 -0.020
C 3.3295 -3.0850 -0.1802 0.002 0.007 0.008
C 2.5977 -3.1235 0.9980 -0.029 -0.005 0.013
C 1.2353 -2.8582 0.9776 0.059 -0.025 -0.013
C -2.3858 -2.9680 -1.5463 0.020 -0.148 0.093
C -3.7674 -2.7641 -1.5129 -0.087 -0.051 -0.111
C -4.5851 -3.4204 -2.4172 0.014 0.021 0.044
C -4.0319 -4.2908 -3.3491 0.016 0.002 -0.004
C -2.6630 -4.5150 -3.3737 0.007 -0.009 0.019
C -1.8376 -3.8608 -2.4705 -0.120 0.041 -0.082
H -3.3829 -2.5726 5.2121 0.000 0.000 -0.002
H -2.9215 -4.5908 3.8614 0.004 0.002 -0.004
H -2.0602 -4.3736 1.5762 -0.006 0.001 -0.019
H -2.1374 -0.0868 1.9696 0.005 0.027 -0.002
H -2.9873 -0.3298 4.2599 0.001 -0.003 0.000
H 0.8766 -2.2434 -2.3465 -0.076 -0.062 -0.061
H 3.2805 -2.7313 -2.2976 -0.006 -0.004 0.002
H 4.3915 -3.2920 -0.1633 0.000 0.002 0.003
H 3.0867 -3.3600 1.9339 -0.003 0.006 -0.003
H 0.6715 -2.8757 1.9025 -0.005 -0.008 0.013
H -4.1999 -2.0855 -0.7892 0.008 -0.105 0.006
H -5.6537 -3.2541 -2.3940 0.005 -0.003 -0.004
H -4.6743 -4.8031 -4.0532 0.005 0.007 -0.007
H -2.2364 -5.2059 -4.0888 -0.010 0.005 0.003
H -0.7783 -4.0694 -2.4844 0.136 0.035 0.025
```
Positions in Å, forces in eV/Å.

Charge: +1
Maximum force (Eh/bohr): 0.01202
Multiplicity: 2
⟨S²⟩: 0.763
Energy relative to the best compared isomer or geometry (same formula, charge and spin) (kJ/mol): 151.3
Calculated total energy (Eh): -8682.94295
LUMO energy (spin up / spin down) (eV): -3.83 / -6.27

These are the Löwdin partial charges, in e, on atoms 1 to 2: Au 0.4863; Se 0.4515

DFT (wB97M-V/def2-TZVPD) results for an isolated ion of composition C6H12N and charge +1.

Geometry as XYZ:
```
19
Properties=species:S:1:pos:R:3:forces:R:3
C 1.2907 -0.4488 -1.1994 2.228 2.834 0.890
C 0.4712 -0.1748 0.1161 -1.040 -0.822 -0.316
C 1.2955 -0.0851 1.3687 4.136 -1.682 -0.553
C -0.6839 -1.1709 0.1525 0.768 -0.254 -0.384
C -1.8327 -0.6666 -0.3002 -1.197 -2.299 1.824
C -1.7382 0.7927 -0.3594 -1.345 2.203 -2.115
N -0.3597 1.1621 0.1522 -0.935 -2.016 1.273
H 2.4229 -0.5222 -0.8819 -2.172 0.185 -0.908
H 1.1828 0.4098 -1.9561 0.261 -1.074 1.170
H 1.0258 -1.3200 -1.7396 -0.495 -0.980 -0.093
H 0.7374 0.2198 2.2322 -0.038 0.611 0.431
H 2.2327 0.5104 1.0365 -1.630 -0.105 1.295
H 1.8670 -1.0524 1.7274 -1.586 1.372 -1.101
H -0.3212 -2.1772 0.4057 -0.905 0.244 -0.293
H -2.8608 -1.2177 -0.3512 2.219 1.144 -0.146
H -1.8337 1.1278 -1.4779 0.169 -0.139 2.100
H -2.5240 1.3073 0.2638 0.842 -0.374 -0.807
H 0.0346 1.8988 -0.3726 0.704 1.166 -0.606
H -0.4064 1.4070 1.1832 0.016 -0.016 -1.661
```
Positions in Å, forces in eV/Å.

Charge: +1
SMILES: CC1(C)C=CC[NH2+]1
Maximum force (Eh/bohr): 0.08749
Energy relative to the best compared isomer or geometry (same formula, charge and spin) (kJ/mol): 137.9
Calculated total energy (Eh): -290.26939
LUMO energy (eV): -3.20

These are the Löwdin partial charges, in e, on atoms 1 to 2: C 0.0073; C -0.4814

DFT (wB97M-V/def2-TZVPD) results for C8H16BNO3 in the gas phase.

Geometry as XYZ:
```
29
Properties=species:S:1:pos:R:3:forces:R:3
B 0.8757 1.8300 0.2830 -2.445 0.460 -1.407
C -2.8775 1.3235 -0.3293 -1.298 1.913 1.878
C 2.6024 -0.6937 -0.5218 -3.767 -0.393 -0.375
C 1.2253 -1.3230 -0.0906 -0.796 -2.958 -2.168
C 2.2832 0.5923 -1.2541 3.759 -0.385 2.858
C -0.3937 1.2510 -0.3590 -1.771 -2.542 1.319
C 0.2581 -0.6746 0.8517 -0.134 2.567 -2.546
C -1.9109 -1.8776 -0.0135 3.778 -0.843 0.045
C -1.0759 -1.3270 1.1862 1.973 -0.613 -2.034
N -1.6586 1.6280 0.2274 -0.115 -0.711 -1.485
O -3.1382 0.6869 -1.3185 0.295 0.012 0.115
O 2.0444 1.5878 -0.2771 2.339 0.051 -0.898
O 0.7623 2.7872 1.2537 2.779 0.664 1.141
H -3.7047 1.8830 0.3626 1.278 -1.281 -1.548
H 3.2216 -0.6421 0.2807 1.759 1.072 2.685
H 3.1645 -1.3175 -1.1490 0.189 -1.382 -1.349
H 0.6754 -1.6435 -1.0815 0.781 1.007 1.520
H 1.3073 -2.3739 0.3054 0.651 0.609 0.033
H 3.2108 0.8198 -1.7834 -0.472 0.696 -0.370
H 1.5110 0.3003 -1.8464 -2.438 0.277 -2.111
H -0.6105 0.7246 -1.3472 0.759 0.953 1.420
H 0.8062 -0.0891 1.5742 -0.371 -0.216 0.914
H -2.1733 -1.0951 -0.7030 -0.560 -0.004 -0.040
H -2.6556 -2.4498 0.4512 -1.685 -0.490 0.087
H -1.2522 -2.6232 -0.5617 -0.849 0.741 0.408
H -0.8096 -2.1326 1.8738 -0.517 0.012 0.354
H -1.6529 -0.5672 1.5852 -1.204 1.289 1.648
H -1.7625 2.3426 0.9244 0.691 0.075 0.295
H 1.7278 3.0728 1.4766 -2.606 -0.579 -0.387
```
Positions in Å, forces in eV/Å.

Maximum force (Eh/bohr): 0.09214
Energy relative to the best compared isomer or geometry (same formula, charge and spin) (kJ/mol): 0.0
Calculated total energy (Eh): -619.73495
LUMO energy (eV): 0.54

These are the Löwdin partial charges, in e, on atoms 1 to 2: B -0.8221; C -0.3844